C14H25Cl3OSn | ωB97M-V/def2-TZVPD

XYZ file:
```
44
Properties=species:S:1:pos:R:3
C 2.55768 -0.88954 -0.36227
C 2.87094 0.41526 -0.78324
C 2.19560 0.66981 -2.02358
C 3.76086 1.38040 -0.09575
C 1.47981 -0.48176 -2.38995
C 1.71471 -1.50040 -1.38141
C 1.17243 -2.77864 -1.37364
C 2.92729 -1.52870 0.90553
C 2.30830 1.91859 -2.80795
C 0.68775 -0.68922 -3.61188
Sn -1.45298 1.89589 1.20695
Cl 0.58506 1.28584 1.64976
Cl -2.16983 1.57859 3.53036
Cl -0.95875 2.02965 -1.33544
H 4.29273 0.89258 0.72931
H 3.20280 2.23839 0.31166
H 4.50883 1.78218 -0.79825
H 2.11539 2.79286 -2.17192
H 1.58587 1.90150 -3.63022
H 3.31470 2.02777 -3.24188
H -0.00587 0.14310 -3.78833
H 0.12130 -1.61664 -3.50885
H 1.34594 -0.78934 -4.48796
H 0.23918 -2.98777 -1.90720
H 0.49852 -2.79907 0.30471
H 1.75874 -3.62167 -0.97478
H 3.25626 -0.80101 1.65783
H 3.71580 -2.27706 0.74963
H 2.02765 -2.03348 1.32145
O 0.36891 -2.76912 1.30989
H -0.17870 -1.97379 1.43084
C -4.30599 0.82495 -1.52090
C -4.11195 1.22056 -0.05115
C -5.43582 1.09390 0.71685
C -2.95535 0.39731 0.62394
H -4.66044 -0.21158 -1.62088
H -3.36174 0.91643 -2.07386
H -5.05986 1.47678 -1.98558
H -3.83243 2.30378 -0.02927
H -5.86423 0.08481 0.62895
H -5.30774 1.31081 1.78440
H -6.18219 1.77979 0.29479
H -3.25717 -0.08784 1.55788
H -2.45552 -0.28112 -0.05929
```

For the frontier orbital gap, the calculation gives 3.1 eV. Its energy above the lowest of the compared OMol25 structures with the same formula, charge and spin is 1.191 eV. The calculation puts the electronic energy at -2218.57847 a.u. The net charge is -2. Its HOMO energy is 1.266 eV.

Atom charges from the natural (NBO) analysis, given in e for atoms 1 to 6:
1 C -0.053
2 C 0.037
3 C 0.028
4 C -0.650
5 C 0.007
6 C 0.041


CH2IOP | ωB97M-V/def2-TZVPD

XYZ file:
```
6
Properties=species:S:1:pos:R:3
C 0.48751 0.69549 0.21001
O -0.14472 -2.16920 -0.72745
P -0.16321 -1.38737 0.46480
I -1.68649 0.82118 0.06781
H 0.74200 0.54685 -0.79831
H 0.76491 1.49306 0.78314
```

For the frontier orbital gap, the calculation gives 9.1 eV. Its energy above the lowest of the compared OMol25 structures with the same formula, charge and spin is 1.012 eV. The calculation puts the electronic energy at -753.53556 a.u. The net charge is 0. Its HOMO energy is -9.233 eV.

Charges computed using natural (NBO), reported in e:
1 C -0.797
2 O -1.039
3 P 1.281
4 I 0.132
5 H 0.208
6 H 0.215


C3H6NO2 | ωB97M-V/def2-TZVPD

XYZ file:
```
12
Properties=species:S:1:pos:R:3
C -1.73562 -0.74125 -0.52405
C -0.39966 -0.15023 -0.93538
O -0.30672 -0.10392 -2.20689
N 0.33883 0.30326 0.04276
C 1.88336 0.68209 0.79625
O 1.73858 0.47763 2.09725
H -1.42679 -1.71771 -0.28481
H -2.59302 -0.88142 -1.14721
H -2.08529 -0.24569 0.38859
H -0.08775 0.43867 0.96933
H 2.66914 0.15879 0.25945
H 2.00495 1.77977 0.54470
```

For the frontier orbital gap, the calculation gives 7.9 eV. Its energy above the lowest of the compared OMol25 structures with the same formula, charge and spin is 2.456 eV. The calculation puts the electronic energy at -323.12802 a.u. As for the SMILES: CC(=O)NC[O-]. The net charge is -1. Its HOMO energy is -3.738 eV.

Atom charges from the natural (NBO) analysis, given in e for atoms 1 to 6:
1 C -0.688
2 C 0.642
3 O -0.739
4 N -0.725
5 C 0.191
6 O -0.863


> Among the records above, which one has the highest net charge?

CH2IOP


> What is the net charge in the first record?

-2


> What is the formula in the second record?

CH2IOP


> Which of these has the lowest electronic energy?

C14H25Cl3OSn